Computed, not measured: a cluster of 2 separate species, C6H10O2 in total, with ωB97M-V/def2-TZVPD.

Last column: Mulliken charge in e.
Element x y z (Å)
O 1.9949 0.5979 1.4271  -0.6196
O -0.9758 -0.9752 -1.7321  -0.5408
C -0.7581 0.8949 -0.2839  -0.4507
C 0.7656 -1.3211 0.8191  -0.4492
C 0.6841 -0.1383 1.8006  -0.1379
C 0.0707 1.1135 -1.6752  -0.6986
C -0.3423 -0.2689 0.6240  -0.2344
C -1.2810 0.3516 -1.4291  0.2127
H -1.5413 1.3486 0.2279  0.4218
H -2.1701 0.6580 -2.1410  0.3157
H -1.2565 -0.7192 1.1765  0.3180
H 0.8443 0.3112 -1.9766  0.2388
H 0.5501 -2.5404 0.9559  0.2382
H 0.4468 -0.0879 2.9465  0.2800
H 2.2939 1.7317 2.0924  0.3174
H -1.1009 -1.6487 -1.0408  0.3057
H 1.7964 -1.4812 0.2137  0.2045
H -0.0209 2.1735 -2.0051  0.2781

Calculated values
Total energy (eV): -10471.0264
HOMO-LUMO gap (eV): 9.33
Multiplicity: 1
Highest occupied orbital energy (eV): -9.01